Formula: C4H12NO3
Source: the OMol25 dataset
Level of theory: ωB97M-V/def2-TZVPD

```
20
Properties=species:S:1:pos:R:3:forces:R:3:lowdin_charge:R:1
O 1.461 -1.697 1.222 -1.63 0.47 0.81 0.18
C 0.411 -1.206 1.542 0.56 -1.70 0.87 -0.46
O -0.529 -1.671 2.415 -0.23 0.99 -0.35 0.11
C -0.143 0.023 0.896 -1.12 1.25 -1.00 -0.20
C 0.912 0.945 0.440 2.51 0.38 -3.32 -0.16
C 1.295 0.214 -0.989 0.03 4.79 -1.91 -0.07
N -1.213 0.857 1.749 -1.47 -6.22 -1.04 0.27
H -0.496 -2.551 2.795 0.83 -0.48 -0.09 0.15
H -0.682 -0.419 -0.065 0.44 1.23 2.08 0.21
H 1.909 1.014 0.891 -0.62 -0.72 1.10 0.12
H 0.646 2.046 0.380 -0.28 -1.46 -0.62 0.14
H 0.520 0.553 -1.711 -0.33 -0.72 0.56 0.06
H 1.363 -0.849 -1.007 0.34 -0.51 0.42 0.06
H 2.131 0.763 -1.590 -0.62 -1.36 1.77 0.12
H -2.080 0.829 1.175 0.46 0.14 0.72 0.19
H -1.075 1.750 2.047 1.40 3.39 0.62 0.11
H -1.358 0.257 2.597 -0.30 0.52 -0.66 0.17
H -0.585 0.309 -4.276 2.58 2.01 -0.76 -0.01
H -1.163 -0.987 -4.441 0.43 -3.60 -1.59 -0.01
O -1.323 -0.180 -4.073 -2.99 1.60 2.39 0.02
```
Positions in Å, forces in eV/Å.

**Energy above the lowest of the compared OMol25 structures with the same formula, charge and spin**: 253.3 kJ/mol
**HOMO energy**: -14.3 eV
**Charge**: +1
**LUMO energy**: -0.13820 hartree